Density functional theory data (the ωB97M-V functional and the def2-TZVPD basis) for an isolated ion of composition C3H9N4S and charge +1 at a distorted geometry.

## Properties
Gap between HOMO and LUMO ... 9.799 eV
Charge ... +1
Relative energy (zero: lowest compared OMol25 entry of this formula, charge and spin) ... 0.000 eV
F_max ... 4.547 eV/A
LUMO energy ... -0.1247 Eh
HOMO level ... -13.19 eV

Structure (XYZ):
```
17
Properties=species:S:1:pos:R:3:forces:R:3
C -1.261 -0.976 -0.162 -0.5113 0.5006 0.7203
C -0.389 1.318 0.569 -0.7863 -0.8035 0.7552
C 0.649 0.368 -0.021 2.2487 0.6953 2.4599
N -0.065 -0.738 -0.639 -1.5536 0.9597 1.4496
N -2.142 -1.883 -0.567 2.5369 0.0892 -1.2158
N 1.494 -0.103 1.166 -4.3717 0.6708 1.0553
N 1.365 1.089 -1.012 1.9047 -0.0587 -0.9685
S -1.648 0.118 1.168 -0.4692 -0.0317 -0.4207
H -0.025 1.864 1.453 -0.0318 -0.1970 -0.5890
H -0.818 1.994 -0.157 -0.1101 0.0105 -0.1956
H 0.298 -1.252 -1.363 1.2018 -1.2903 -1.9849
H -1.997 -2.493 -1.378 -0.0130 0.3608 0.6674
H -2.996 -1.894 -0.114 -1.9852 -0.1917 0.8039
H 2.451 -0.062 1.018 1.8975 0.2866 -0.0946
H 1.123 0.278 2.130 1.5076 -1.1541 -2.7986
H 1.888 1.842 -0.528 -0.3914 -0.5594 -0.6372
H 2.073 0.531 -1.563 -1.0736 0.7129 0.9931
```
Forces are in eV/Å.

Population analysis type natural (NBO), resulting atomic charges in e: number 1, C, carries 0.40; number 2, C, carries -0.51; number 3, C, carries 0.40; number 4, N, carries -0.54; number 5, N, carries -0.72; number 6, N, carries -0.88; number 7, N, carries -0.83; number 8, S, carries 0.32; number 9, H, carries 0.26; number 10, H, carries 0.26; number 11, H, carries 0.42; number 12, H, carries 0.43; number 13, H, carries 0.43; number 14, H, carries 0.39; number 15, H, carries 0.39; number 16, H, carries 0.39; number 17, H, carries 0.39



Density functional theory data (the ωB97M-V functional and the def2-TZVPD basis) for C26H38BrCl2F4N8NaO9 as an isolated structure at a distorted geometry.

## Properties
Gap between HOMO and LUMO ... 1.025 eV
F_max ... 3.573 eV/A
LUMO energy ... -0.1096 Eh
HOMO level ... -4.01 eV

Structure (XYZ):
```
89
Properties=species:S:1:pos:R:3:forces:R:3
O 0.854 1.188 -0.314 0.2569 -0.7781 1.4534
C 0.914 0.200 0.286 -0.4250 0.4452 -1.2670
N 0.824 -0.926 0.825 0.2996 0.1039 -0.5649
N 1.358 -1.884 -0.033 -0.9220 0.2748 1.5289
N 1.959 -1.623 -1.113 0.9372 0.7816 -1.1203
N 2.352 -2.739 -1.665 -0.2631 0.2478 2.9472
C 1.960 -3.704 -0.807 0.0272 -2.1614 -1.4953
C 2.226 -5.162 -1.000 0.0800 -0.0398 1.1023
C 3.591 -5.516 -0.347 0.4854 0.9416 -0.2636
O 4.456 -6.006 -1.362 -0.5429 -0.3787 0.3454
C 5.555 -6.746 -0.851 0.0029 -0.1890 -0.8221
C 6.776 -5.913 -0.505 0.4889 -0.7802 0.8607
F 7.357 -5.356 -1.582 -0.3400 0.3250 -0.5579
F 7.627 -6.723 0.051 -0.3264 -0.3978 -0.3114
F 6.528 -4.925 0.370 -0.6349 0.5468 -0.0841
N 1.333 -3.193 0.236 0.2816 0.3657 -0.6066
C 0.729 -3.841 1.398 -0.1725 -0.5058 0.6078
C 1.756 -4.221 2.482 0.5482 0.2942 -0.1073
C 2.994 -3.295 2.442 -1.0116 -0.6765 1.1177
Br 4.471 -4.255 3.308 -0.5636 0.0977 -0.3182
H 1.427 -5.714 -0.496 0.0430 0.0489 -0.2251
H 2.191 -5.433 -2.053 0.0291 0.2917 0.0373
H 3.493 -6.183 0.518 -0.0155 -0.2009 -0.3661
H 4.049 -4.596 0.052 -0.0936 -0.2219 0.1549
H 5.874 -7.426 -1.650 -0.0050 0.2113 0.0816
H 5.287 -7.394 -0.008 -0.0214 0.4428 0.1092
H 0.246 -4.750 1.028 -0.1732 0.4023 -0.1562
H -0.025 -3.162 1.802 0.0992 -0.0051 -0.2853
H 2.046 -5.276 2.432 -0.1859 0.1507 -0.3178
H 1.261 -4.082 3.451 0.1363 -0.1147 -0.1471
H 3.347 -3.054 1.440 0.0476 -0.0037 0.2216
H 2.783 -2.341 3.025 0.6450 -1.2091 -0.8443
Cl -0.032 -3.419 -2.705 -0.6741 0.1219 -0.0627
C -4.031 1.450 0.256 -0.0416 0.4426 -0.0755
N -4.001 1.750 1.731 0.0071 -0.1540 -0.0892
C -5.321 2.343 2.106 0.1437 -0.0274 0.0980
C -2.928 2.755 2.015 -0.0744 -0.1044 -0.0330
C -3.802 0.483 2.549 0.0528 0.0743 -0.2444
C -2.475 -0.201 2.318 0.4172 -0.1840 -0.1902
O -2.359 -0.586 0.959 -0.1214 0.0799 0.0671
H -4.429 2.327 -0.254 -0.0661 0.0045 0.0899
H -3.024 1.266 -0.096 -0.0777 -0.1888 0.0233
H -4.675 0.592 0.085 0.0900 -0.0337 -0.0355
H -5.448 3.255 1.527 -0.0816 0.0041 0.0581
H -5.309 2.568 3.171 -0.0589 0.0292 -0.0204
H -6.110 1.631 1.877 0.0208 0.0059 -0.0069
H -1.975 2.364 1.673 -0.0153 0.0364 0.0139
H -2.903 2.944 3.086 0.0301 0.0566 -0.0259
H -3.164 3.670 1.475 0.0004 0.0181 0.0444
H -4.626 -0.181 2.287 0.0138 0.0248 -0.0332
H -3.893 0.763 3.598 0.0129 0.0301 -0.0188
H -2.421 -1.092 2.949 -0.1585 0.1808 0.2544
H -1.641 0.454 2.592 -0.0504 -0.0193 0.2105
H -1.515 -1.033 0.844 0.0610 -0.1632 -0.0809
C 3.423 -6.523 -5.662 0.1295 0.1216 -0.0890
N 2.324 -6.212 -4.707 0.1834 0.0491 -0.1378
O 2.257 -5.078 -4.255 0.2680 0.0427 -0.0453
O 1.566 -7.108 -4.437 -0.0421 0.0231 0.1046
H 4.020 -5.631 -5.808 -0.0374 0.0023 0.0439
H 4.017 -7.321 -5.226 -0.0846 -0.0505 -0.0235
H 2.964 -6.840 -6.595 -0.0152 -0.1040 0.0641
N -4.058 6.975 2.208 0.0805 -0.1731 -0.1924
C -3.221 7.881 1.702 -0.1340 -0.0681 0.1327
C -3.291 8.351 0.398 -1.8084 0.6525 1.1361
C -4.284 7.851 -0.427 -0.0761 -0.0294 0.0701
C -5.165 6.907 0.080 0.1041 -0.0851 -0.0808
C -5.008 6.509 1.398 0.0489 -0.1195 0.1716
H -2.458 8.241 2.383 0.0107 0.0859 -0.0163
H -2.585 9.089 0.041 -1.4659 0.2904 1.0111
H -4.373 8.192 -1.452 -0.0778 0.0278 -0.0123
H -5.954 6.491 -0.533 -0.0327 0.0150 0.0238
H -5.675 5.776 1.843 -0.1110 0.0577 -0.0526
C -1.311 5.390 -2.537 0.0732 -0.2268 0.0920
C -1.553 6.681 -2.274 -0.1725 -0.2091 -0.2801
C -1.195 7.296 -0.953 0.8437 -0.6015 0.0852
O -1.423 8.476 -0.775 2.8394 -0.3957 -2.1321
C -0.592 6.439 0.062 -0.1952 0.3418 -0.0621
C -0.354 5.150 -0.202 0.1466 0.1945 0.4713
C -0.689 4.543 -1.531 -0.2236 0.0699 -0.5867
O -0.437 3.364 -1.711 -0.0376 0.0434 0.3424
O 0.194 4.328 0.696 -0.2722 -0.1532 -0.3326
O -2.123 7.490 -3.164 0.0674 0.2145 0.4181
H -1.565 4.936 -3.485 0.0298 0.0415 -0.0217
H -0.353 6.888 1.017 0.0545 -0.0336 -0.0049
H 0.264 3.463 0.251 0.2017 -0.0302 -0.0630
H -2.182 8.363 -2.731 0.0256 0.0310 -0.1678
F 9.612 -6.831 0.995 0.9051 -0.1191 0.3877
Cl 4.273 -1.088 3.437 0.3856 1.8968 0.2524
Na 3.417 -2.490 -3.448 0.2471 -0.3464 -1.1564
```
Forces are in eV/Å.

Population analysis type Löwdin, resulting atomic charges in e: number 1, O, carries 0.26; number 2, C, carries -0.19; number 3, N, carries 0.22; number 4, N, carries -0.09; number 5, N, carries 0.12; number 6, N, carries -0.05; number 7, C, carries -0.37; number 8, C, carries -0.05; number 9, C, carries -0.18; number 10, O, carries -0.12; number 11, C, carries -0.08; number 12, C, carries -0.65; number 13, F, carries 0.13; number 14, F, carries 0.12; number 15, F, carries 0.13; number 16, N, carries 0.05; number 17, C, carries -0.08; number 18, C, carries -0.25; number 19, C, carries -0.75; number 20, Br, carries 0.63; number 21, H, carries 0.12; number 22, H, carries 0.09; number 23, H, carries 0.13; number 24, H, carries 0.11; number 25, H, carries 0.14; number 26, H, carries 0.15; number 27, H, carries 0.13; number 28, H, carries 0.12; number 29, H, carries 0.08; number 30, H, carries 0.11; number 31, H, carries 0.02; number 32, H, carries -0.11; number 33, Cl, carries -0.26; number 34, C, carries 0.02; number 35, N, carries -0.35; number 36, C, carries 0.01; number 37, C, carries 0.03; number 38, C, carries -0.09; number 39, C, carries -0.22; number 40, O, carries -0.07; number 41, H, carries 0.11; number 42, H, carries 0.10; number 43, H, carries 0.12; number 44, H, carries 0.09; number 45, H, carries 0.12; number 46, H, carries 0.12; number 47, H, carries 0.10; number 48, H, carries 0.12; number 49, H, carries 0.11; number 50, H, carries 0.15; number 51, H, carries 0.14; number 52, H, carries 0.14; number 53, H, carries 0.12; number 54, H, carries 0.06; number 55, C, carries 0.06; number 56, N, carries -0.43; number 57, O, carries -0.02; number 58, O, carries 0.11; number 59, H, carries 0.09; number 60, H, carries 0.11; number 61, H, carries 0.10; number 62, N, carries 0.06; number 63, C, carries -0.13; number 64, C, carries -0.09; number 65, C, carries -0.06; number 66, C, carries -0.07; number 67, C, carries -0.19; number 68, H, carries 0.11; number 69, H, carries 0.09; number 70, H, carries 0.11; number 71, H, carries 0.10; number 72, H, carries 0.09; number 73, C, carries 0.08; number 74, C, carries -0.23; number 75, C, carries -0.30; number 76, O, carries 0.04; number 77, C, carries 0.09; number 78, C, carries -0.23; number 79, C, carries -0.31; number 80, O, carries 0.10; number 81, O, carries 0.11; number 82, O, carries 0.12; number 83, H, carries 0.14; number 84, H, carries 0.14; number 85, H, carries 0.08; number 86, H, carries 0.12; number 87, F, carries -0.85; number 88, Cl, carries -0.43; number 89, Na, carries 0.71